No. 1
75
Properties=species:S:1:pos:R:3 method="wB97M-V/def2-TZVPD" lumo_energy_ha=-0.063 homo_ha=-0.367 gap_ev=8.27 charge=+1 de_lowest_kj_mol=55.98
Tl -0.130 -0.828 -0.106
C 0.882 4.655 2.013
N 0.141 3.414 1.841
C -1.223 3.309 1.861
C -1.503 1.986 1.670
N -0.340 1.287 1.534
C 0.637 2.158 1.633
P 2.421 1.835 1.627
C 2.465 0.254 2.517
N 1.645 -0.776 2.420
C 2.141 -1.729 3.262
C 3.274 -1.271 3.877
N 3.476 -0.010 3.402
C 4.570 0.870 3.790
C 2.735 1.271 -0.075
N 2.509 0.075 -0.579
C 3.008 0.100 -1.849
C 3.553 1.327 -2.113
N 3.377 2.069 -0.981
C 3.812 3.444 -0.795
H 0.183 5.434 2.303
H 1.635 4.548 2.790
H 1.367 4.951 1.085
H -1.860 4.166 1.995
H -2.465 1.503 1.609
H 1.674 -2.694 3.369
H 3.937 -1.727 4.591
H 5.139 0.385 4.578
H 5.232 1.062 2.948
H 4.186 1.816 4.164
H 2.970 -0.764 -2.493
H 4.041 1.725 -2.987
H 4.290 3.783 -1.710
H 2.962 4.093 -0.588
H 4.525 3.517 0.024
N -0.989 -1.742 2.621
N -2.328 -1.667 2.998
C -3.282 -1.279 2.118
N -4.529 -1.187 2.586
N -2.850 -0.986 0.902
N -3.741 -0.565 -0.036
O -4.947 -0.454 0.198
O -3.255 -0.317 -1.122
H -0.597 -2.636 2.882
H -0.437 -0.973 2.988
H -2.582 -1.750 3.970
H -4.772 -1.510 3.505
H -5.241 -0.926 1.916
C -0.924 -0.175 -3.619
P -0.880 1.489 -2.933
C -2.530 2.158 -3.159
C 0.181 2.441 -4.034
O -0.406 1.534 -1.513
H -1.289 -0.169 -4.647
H -1.587 -0.787 -3.000
H 0.083 -0.593 -3.591
H -2.830 2.117 -4.207
H -2.535 3.194 -2.819
H -3.229 1.579 -2.554
H -0.145 2.365 -5.072
H 1.198 2.061 -3.941
H 0.162 3.486 -3.725
C -2.485 -4.430 -3.148
P -1.720 -3.701 -1.642
C -2.359 -4.885 -0.385
C -0.015 -4.373 -1.827
H -2.242 -5.490 -3.251
H -2.137 -3.898 -4.034
H -3.569 -4.317 -3.094
H -2.140 -5.919 -0.662
H -3.439 -4.768 -0.286
H -1.904 -4.672 0.585
H -0.023 -5.452 -1.990
H 0.568 -4.152 -0.931
H 0.481 -3.891 -2.672

No. 2
70
Properties=species:S:1:pos:R:3 method="wB97M-V/def2-TZVPD" lumo_energy_ha=0.060 homo_ha=-0.061 gap_ev=3.29 charge=-1
C -2.011 5.960 -0.967
C -3.389 5.408 -0.693
N -4.173 5.981 0.107
C -3.782 4.156 -1.457
N -3.793 2.954 -0.686
C -2.468 2.540 -0.285
C -2.658 2.040 1.096
O -3.020 0.925 1.296
N -2.444 2.975 2.182
C -3.736 3.236 2.825
C -1.456 2.422 3.135
H -1.805 6.809 -0.318
H -1.918 6.266 -2.002
H -1.248 5.210 -0.791
H -3.697 6.784 0.517
H -4.808 4.338 -1.776
H -3.179 4.102 -2.389
H -1.697 3.314 -0.330
H -2.108 1.673 -0.875
H -4.316 3.860 2.152
H -4.297 2.319 3.003
H -3.599 3.790 3.744
H -0.570 3.048 3.149
H -1.887 2.443 4.128
H -1.208 1.407 2.863
C -0.529 -2.718 5.853
C -1.429 -2.737 4.609
C -1.548 -1.293 4.105
S -0.037 -0.461 4.607
O -0.369 0.556 5.571
O 0.766 -0.178 3.446
C 0.672 -1.855 5.483
H -0.224 -3.722 6.148
H -1.066 -2.269 6.691
H -0.970 -3.360 3.838
H -2.410 -3.156 4.827
H -1.637 -1.237 3.023
H -2.381 -0.769 4.569
H 1.233 -1.495 6.342
H 1.336 -2.374 4.792
C 0.468 -1.484 -2.762
C 1.100 -0.765 -1.564
C 1.526 0.630 -2.037
S 0.410 1.068 -3.375
O 1.175 1.168 -4.599
O -0.461 2.121 -2.939
C -0.493 -0.475 -3.387
H -0.047 -2.394 -2.461
H 1.240 -1.757 -3.478
H 0.362 -0.671 -0.764
H 1.947 -1.321 -1.166
H 1.436 1.376 -1.250
H 2.539 0.632 -2.437
H -0.780 -0.720 -4.407
H -1.382 -0.336 -2.770
C 5.693 -3.958 -2.863
C 5.403 -5.278 -3.591
C 3.879 -5.421 -3.691
S 3.220 -3.748 -3.708
O 2.453 -3.551 -2.506
O 2.682 -3.455 -5.010
C 4.792 -2.915 -3.516
H 6.743 -3.678 -2.935
H 5.443 -4.057 -1.804
H 5.836 -5.243 -4.592
H 5.843 -6.130 -3.073
H 3.572 -5.929 -4.601
H 3.463 -5.930 -2.823
H 4.655 -2.019 -2.915
H 5.147 -2.650 -4.511

No. 3
59
Properties=species:S:1:pos:R:3 method="wB97M-V/def2-TZVPD" lumo_energy_ha=0.031 homo_ha=-0.348 gap_ev=10.33 de_lowest_kj_mol=1984.00
C -4.359 -2.301 -0.166
C -2.926 -1.626 -0.546
C -1.787 -2.533 -0.748
C -0.560 -1.963 -1.030
C 0.580 -3.092 -1.228
C 0.981 -3.486 0.351
C 2.217 -2.826 0.952
C 2.109 -1.180 0.899
C 3.352 -0.546 1.488
C 3.330 0.895 1.811
C 3.833 2.000 0.723
C 3.110 1.777 -0.764
C 1.804 2.027 -0.780
C 1.171 2.200 -2.016
C -0.254 2.719 -2.275
C -1.356 2.017 -1.129
C -1.460 2.609 0.137
C -2.294 1.812 1.101
O -1.700 0.986 1.478
O -3.548 2.323 1.301
C -4.395 1.466 1.920
H -3.946 1.314 3.092
H -5.245 2.173 2.274
H -4.677 0.598 1.666
H -0.534 3.166 0.298
H -1.971 3.718 -0.072
H -0.962 0.838 -1.059
H -2.210 2.168 -1.802
H -0.267 3.760 -1.784
H -0.536 2.627 -3.116
H 1.100 1.172 -2.395
H 1.770 2.589 -2.901
H 1.820 3.294 -0.324
H 1.164 1.507 0.019
H 3.770 2.185 -1.382
H 3.266 0.842 -0.950
H 4.973 1.537 0.421
H 3.855 2.867 1.285
H 3.803 1.241 2.757
H 2.128 1.334 2.068
H 3.717 -1.142 2.691
H 4.100 -0.699 1.145
H 1.767 -0.760 0.112
H 1.262 -1.180 1.751
H 2.999 -2.796 -0.018
H 2.782 -3.233 1.708
H 0.329 -3.355 1.081
H 1.370 -4.618 0.296
H 1.418 -2.353 -1.703
H 0.112 -3.705 -1.629
H -0.404 -1.147 -0.267
H -0.671 -1.354 -2.007
H -1.673 -3.165 0.086
H -2.119 -3.385 -1.447
H -2.706 -1.015 0.397
H -3.130 -0.917 -1.239
H -4.697 -3.043 -1.127
H -5.289 -1.562 -0.095
H -4.321 -2.777 0.693

No. 4
72
Properties=species:S:1:pos:R:3 method="wB97M-V/def2-TZVPD" lumo_energy_ha=0.006 homo_ha=-0.331 smiles="CCC[C@@H](C)[C@]1(B(N)O)[C@H](CP(=O)(O)O)NC(=O)[C@]1(CCP(=O)(OCC)OCC)C[C@@H]1CO1" gap_ev=9.16
C 2.329 -0.679 4.511
C 2.140 0.028 3.151
C 1.681 -0.954 2.060
C 2.140 -0.713 0.608
C 2.151 -2.085 -0.117
C 1.405 0.341 -0.288
B 1.871 0.067 -1.808
N 3.269 0.022 -2.176
O 0.963 -0.095 -2.825
C 1.864 1.866 -0.251
C 2.670 2.417 0.927
P 3.108 4.135 0.607
O 3.611 4.341 -0.755
O 4.102 4.565 1.782
O 1.808 5.005 0.974
N 0.651 2.650 -0.630
C -0.372 1.722 -0.978
O -1.189 1.939 -1.828
C -0.147 0.522 -0.077
C -1.048 -0.718 -0.240
C -1.532 -1.088 -1.656
P -3.275 -1.525 -1.758
O -4.163 -0.475 -1.253
O -3.472 -2.977 -1.106
C -3.367 -3.155 0.316
C -4.531 -2.548 1.085
O -3.562 -1.852 -3.290
C -2.666 -2.650 -4.075
C -1.838 -1.781 -5.012
C -0.487 1.104 1.344
C -1.681 2.041 1.341
C -2.721 1.849 2.529
O -2.894 1.608 0.975
H 1.894 -0.088 5.317
H 3.385 -0.819 4.735
H 1.832 -1.650 4.527
H 3.116 0.416 2.850
H 1.442 0.851 3.286
H 2.062 -1.928 2.372
H 0.596 -1.052 2.114
H 3.191 -0.407 0.688
H 1.216 -2.296 -0.636
H 2.289 -2.892 0.603
H 2.979 -2.172 -0.816
H 3.547 -0.828 -2.645
H 3.931 0.219 -1.438
H 1.331 0.214 -3.659
H 2.541 2.045 -1.093
H 3.587 1.850 1.073
H 2.094 2.443 1.853
H 3.617 4.872 2.558
H 1.300 5.177 0.170
H 0.846 3.144 -1.497
H -1.908 -0.610 0.420
H -0.472 -1.561 0.143
H -1.378 -0.298 -2.382
H -0.964 -1.950 -2.020
H -3.353 -4.235 0.457
H -2.408 -2.791 0.688
H -4.315 -1.513 1.355
H -4.701 -3.102 2.008
H -5.419 -2.511 0.458
H -3.307 -3.305 -4.665
H -2.054 -3.297 -3.446
H -1.687 -0.787 -4.592
H -0.874 -2.235 -5.243
H -2.372 -1.638 -5.951
H -0.748 0.319 2.044
H 0.345 1.668 1.747
H -1.487 3.085 1.087
H -3.773 1.770 2.789
H -2.744 2.965 2.654

No. 5
74
Properties=species:S:1:pos:R:3 method="wB97M-V/def2-TZVPD" lumo_energy_ha=0.004 homo_ha=-0.333 smiles="COCCNCCOC.O=C1OCCO1.BrCCBr.BrCCBr.BrCCBr.BrCCBr.BrCCBr" gap_ev=9.16 de_lowest_kj_mol=0.00
C -7.064 -5.505 -1.975
O -7.016 -4.619 -0.891
C -5.942 -3.690 -1.017
C -6.171 -2.545 -0.042
N -5.788 -1.254 -0.642
C -4.341 -1.049 -0.660
C -3.922 0.349 -1.078
O -3.811 1.212 0.017
C -3.338 2.514 -0.298
H -7.963 -6.115 -1.935
H -6.187 -6.174 -1.980
H -7.000 -5.027 -2.963
H -5.937 -3.373 -2.062
H -4.955 -4.105 -0.766
H -5.760 -2.749 0.957
H -7.228 -2.388 0.200
H -6.232 -0.520 -0.101
H -3.961 -1.688 -1.467
H -3.781 -1.359 0.230
H -4.605 0.693 -1.869
H -2.952 0.244 -1.589
H -3.601 3.093 0.580
H -3.834 2.847 -1.221
H -2.279 2.528 -0.583
O 6.089 0.894 4.288
C 5.158 1.579 4.527
O 5.229 2.912 4.662
C 3.955 3.396 5.124
C 3.012 2.201 4.923
O 3.909 1.102 4.753
H 4.082 3.612 6.183
H 3.669 4.278 4.562
H 2.332 2.364 4.094
H 2.508 2.051 5.875
Br 4.651 5.961 -0.679
C 2.691 5.907 -0.428
C 2.206 4.492 -0.196
Br 2.336 4.013 1.728
H 2.314 6.274 -1.377
H 2.536 6.578 0.406
H 2.862 3.783 -0.691
H 1.171 4.348 -0.484
Br 4.902 1.388 0.389
C 5.866 2.111 -1.119
C 7.341 2.193 -0.778
Br 8.311 3.082 -2.204
H 5.533 3.130 -1.291
H 5.703 1.522 -2.016
H 7.858 1.246 -0.659
H 7.465 2.760 0.142
Br -1.121 -2.739 0.110
C -0.615 -4.615 -0.176
C -1.858 -5.502 -0.097
Br -1.460 -7.380 -0.496
H 0.166 -4.872 0.530
H -0.251 -4.692 -1.198
H -2.589 -5.179 -0.829
H -2.246 -5.451 0.916
Br 3.782 -0.659 -2.653
C 2.068 -0.394 -3.593
C 1.233 -1.629 -3.290
Br -0.522 -1.194 -4.132
H 2.214 -0.235 -4.656
H 1.621 0.489 -3.154
H 1.110 -1.766 -2.221
H 1.615 -2.525 -3.764
Br 0.322 1.350 -0.780
C 1.346 0.578 0.705
C 0.422 0.347 1.863
Br 1.392 -0.264 3.427
H 2.146 1.254 0.985
H 1.766 -0.305 0.232
H -0.384 -0.355 1.642
H -0.176 1.242 2.051

No. 6
77
Properties=species:S:1:pos:R:3 method="wB97M-V/def2-TZVPD" lumo_energy_ha=-0.049 homo_ha=-0.173 gap_ev=3.39 charge=-1
C 0.339 -1.169 2.820
C 0.422 -2.374 1.733
Br 1.601 -1.672 0.221
C 1.084 -3.773 2.200
Br 2.769 -3.573 3.334
N 0.237 -4.783 2.890
C -1.133 -4.348 3.303
C -1.949 -5.767 3.673
C -2.599 -6.262 2.221
C -4.233 -6.348 2.332
S -5.163 -5.371 1.032
C -4.579 -3.600 0.905
S -3.193 -3.319 -0.098
N -5.192 -2.379 1.543
C -4.189 -1.577 2.348
C -4.782 -1.106 3.801
O -5.334 -2.185 4.633
C -6.231 -3.075 3.880
C -6.461 -2.669 2.308
C -1.174 -3.500 4.745
O -2.134 -2.573 5.013
O -0.178 -3.777 5.808
H -0.769 -1.164 3.262
H 0.423 -0.140 2.221
H 1.095 -1.205 3.707
H -0.647 -2.484 1.233
H 1.493 -4.297 1.205
H 0.700 -5.173 3.765
H -1.800 -3.856 2.469
H -2.809 -5.465 4.413
H -1.199 -6.568 4.116
H -2.206 -5.652 1.302
H -2.192 -7.372 2.072
H -4.522 -7.492 2.159
H -4.658 -6.095 3.417
H -3.165 -2.124 2.540
H -3.922 -0.617 1.694
H -5.556 -0.228 3.576
H -3.895 -0.584 4.399
H -7.277 -3.061 4.455
H -5.767 -4.149 3.913
H -7.081 -1.649 2.320
H -7.177 -3.455 1.801
C 2.849 3.443 -1.059
O 3.493 2.190 -0.902
P 5.190 2.149 -1.236
O 4.949 2.769 -2.620
O 5.144 0.503 -1.391
C 3.937 -0.171 -1.708
O 6.886 2.108 -1.570
C 7.536 3.351 -1.386
H 1.858 3.382 -0.601
H 3.430 4.232 -0.564
H 2.716 3.675 -2.114
H 3.356 0.362 -2.471
H 3.339 -0.283 -0.793
H 4.171 -1.166 -2.084
H 7.364 3.713 -0.369
H 7.171 4.084 -2.109
H 8.610 3.211 -1.537
C 3.371 5.194 -4.445
O 2.077 5.237 -5.019
P 1.743 6.573 -6.067
O 2.177 7.560 -4.974
O 0.117 6.316 -5.917
C -0.418 5.627 -4.798
O 1.409 7.909 -7.114
C 2.560 8.452 -7.733
H 3.522 4.204 -4.006
H 4.134 5.371 -5.214
H 3.459 5.930 -3.646
H 0.073 5.920 -3.861
H -0.304 4.545 -4.957
H -1.480 5.848 -4.715
H 3.091 7.670 -8.282
H 3.222 8.897 -6.985
H 2.247 9.229 -8.435

No. 7
65
Properties=species:S:1:pos:R:3 method="wB97M-V/def2-TZVPD" lumo_energy_ha=0.024 homo_ha=-0.338 smiles="CC(C)CC[C@H]1OC(=O)C[C@@H]1CCCCN.CN(C)C=O.CN(C)C=O" gap_ev=9.85
C -1.055 0.250 1.691
C -0.383 0.935 0.402
C -0.272 -0.014 -0.881
C 1.073 1.517 0.846
C 1.274 2.871 -0.037
C 0.416 4.104 0.522
O 1.437 5.170 0.601
C 1.522 5.650 -0.760
O 2.538 5.904 -1.415
C -0.040 5.741 -1.186
C -0.859 4.602 -0.358
C -2.077 5.116 0.541
C -3.522 4.673 0.029
C -3.880 3.131 0.314
C -5.454 2.833 0.349
N -6.054 2.500 -0.976
H -1.825 0.985 2.106
H -1.625 -0.706 1.438
H -0.241 0.100 2.471
H -1.047 1.825 0.096
H -1.337 -0.222 -1.240
H 0.221 -1.019 -0.618
H 0.310 0.553 -1.694
H 1.101 1.746 1.970
H 1.854 0.722 0.602
H 0.876 2.610 -1.079
H 2.406 3.061 -0.034
H 0.091 4.028 1.609
H -0.152 5.756 -2.317
H -0.258 6.838 -0.912
H -1.102 3.869 -1.207
H -1.917 4.775 1.615
H -2.014 6.268 0.541
H -3.722 4.961 -1.066
H -4.285 5.286 0.641
H -3.363 2.395 -0.386
H -3.492 2.896 1.376
H -5.597 1.903 1.016
H -6.047 3.672 0.863
H -6.577 1.614 -0.909
H -5.349 2.350 -1.707
C 4.716 -3.426 1.299
N 3.689 -2.565 0.748
C 3.764 -1.139 0.992
C 2.655 -3.056 0.010
O 1.757 -2.392 -0.483
H 4.721 -3.325 2.387
H 5.687 -3.122 0.900
H 4.532 -4.469 1.037
H 2.861 -0.817 1.514
H 3.821 -0.613 0.035
H 4.641 -0.899 1.594
H 2.697 -4.149 -0.112
C 1.071 -8.020 -2.393
N 1.207 -7.550 -1.029
C 0.072 -7.659 -0.132
C 2.365 -7.010 -0.562
O 2.543 -6.598 0.570
H 0.269 -7.463 -2.884
H 0.822 -9.084 -2.381
H 1.998 -7.876 -2.950
H -0.198 -6.663 0.226
H 0.352 -8.275 0.726
H -0.779 -8.109 -0.645
H 3.163 -6.974 -1.323